Record 1
Density functional theory data (ωB97M-V/def2-TZVPD) for a single C2H4N2O2 molecule at a distorted geometry.

XYZ file:
```
10
Properties=species:S:1:pos:R:3:nbo_charge:R:1
H 0.790 -0.152 1.847 0.404
N 0.140 -0.046 1.085 -0.863
C 0.242 0.402 -0.111 0.742
N 0.430 1.689 -0.487 -0.797
O -0.338 -0.395 -1.011 -0.557
C -0.709 -1.607 -0.069 0.656
O -0.295 -2.685 -0.313 -0.537
H 1.019 2.266 0.088 0.402
H 0.370 1.893 -1.471 0.404
H -1.648 -1.366 0.442 0.147
```

Calculated values
HOMO-LUMO gap   10.118 eV
Energy   -9212.7061 eV
Highest occupied orbital energy   -9.3820 eV
SMILES string   [H]/N=C(\N)OC=O

=====

Record 2
Density functional theory data (ωB97M-V/def2-TZVPD) for 19 unconnected molecules or ions with the total composition C63H157N7O19 at a distorted geometry.

XYZ file:
```
246
Properties=species:S:1:pos:R:3:mulliken_charge:R:1
C 10.519 -2.626 -1.273 -2.105
C 9.342 -3.541 -1.705 1.746
C 9.611 -3.872 -3.162 -1.150
C 8.985 -5.117 -3.645 -0.691
C 9.223 -6.236 -2.606 -1.320
C 8.710 -5.931 -1.152 1.333
N 9.326 -4.656 -0.769 0.425
O 9.126 -4.295 0.503 -0.473
C 7.205 -6.024 -1.170 -1.636
C 9.224 -7.122 -0.239 -1.847
C 8.051 -2.718 -1.666 -1.952
H 10.805 -1.839 -1.970 0.391
H 11.416 -3.245 -1.277 0.483
H 10.344 -2.171 -0.298 0.492
H 9.292 -3.050 -3.803 0.402
H 10.672 -4.034 -3.352 0.405
H 9.419 -5.360 -4.615 0.399
H 7.926 -5.040 -3.893 0.347
H 10.286 -6.469 -2.542 0.398
H 8.829 -7.195 -2.943 0.460
H 6.850 -5.506 -2.062 0.321
H 6.760 -7.010 -1.306 0.410
H 6.826 -5.567 -0.256 0.351
H 10.306 -7.198 -0.134 0.416
H 8.835 -6.999 0.772 0.397
H 8.894 -8.057 -0.692 0.402
H 7.778 -2.564 -0.622 0.419
H 7.099 -3.071 -2.064 0.309
H 8.151 -1.710 -2.070 0.470
H 10.062 -4.216 0.701 0.398
C 3.576 10.725 -6.392 -1.921
C 3.654 10.041 -4.980 1.042
C 2.564 8.922 -4.905 -1.008
C 2.651 8.126 -3.609 -0.801
C 4.012 7.449 -3.505 -1.118
C 5.150 8.405 -3.686 1.617
N 4.928 9.484 -4.647 0.554
O 5.968 10.306 -5.022 -0.497
C 5.492 9.058 -2.323 -1.807
C 6.382 7.591 -4.183 -2.000
C 3.380 11.225 -3.985 -1.498
H 3.882 10.067 -7.205 0.399
H 4.225 11.600 -6.365 0.428
H 2.602 11.131 -6.665 0.392
H 1.634 9.472 -5.049 0.509
H 2.759 8.156 -5.654 0.292
H 1.739 7.540 -3.498 0.379
H 2.532 8.780 -2.745 0.338
H 4.039 6.665 -4.262 0.399
H 4.029 6.899 -2.564 0.454
H 4.620 9.459 -1.807 0.344
H 5.926 8.274 -1.702 0.498
H 6.290 9.789 -2.450 0.337
H 6.287 7.310 -5.232 0.454
H 7.269 8.225 -4.148 0.469
H 6.596 6.661 -3.657 0.360
H 3.380 10.831 -2.969 0.263
H 2.400 11.658 -4.183 0.445
H 3.939 12.160 -3.956 0.349
H 6.442 9.893 -5.747 0.330
C 6.227 -1.391 -10.458 -1.402
C 6.253 0.017 -11.182 1.592
C 7.544 0.824 -10.784 -1.364
C 8.922 0.243 -11.352 -0.607
C 8.671 0.198 -12.868 -1.209
C 7.423 -0.581 -13.362 1.414
N 6.246 -0.107 -12.658 0.051
O 5.113 -0.772 -13.065 -0.446
C 7.274 -0.282 -14.933 -1.740
C 7.708 -2.122 -13.211 -1.609
C 5.055 0.909 -10.822 -1.903
H 7.155 -1.834 -10.099 0.308
H 5.740 -2.109 -11.118 0.229
H 5.616 -1.345 -9.557 0.451
H 7.394 1.819 -11.202 0.436
H 7.462 0.890 -9.699 0.443
H 9.155 -0.733 -10.927 0.295
H 9.722 0.931 -11.080 0.383
H 9.533 -0.388 -13.185 0.391
H 8.625 1.207 -13.280 0.400
H 6.535 -0.926 -15.410 0.362
H 7.055 0.743 -15.235 0.414
H 8.239 -0.419 -15.421 0.398
H 8.532 -2.414 -13.863 0.430
H 8.088 -2.333 -12.212 0.325
H 6.803 -2.661 -13.491 0.394
H 4.933 1.001 -9.743 0.421
H 4.063 0.544 -11.089 0.402
H 5.079 1.904 -11.266 0.407
H 5.187 -1.684 -12.777 0.333
C -7.313 -0.226 7.817 -1.863
C -6.864 -1.533 8.550 1.349
C -6.955 -1.034 10.048 -1.165
C -6.901 -2.226 11.081 -0.768
C -7.888 -3.331 10.724 -1.154
C -7.762 -3.836 9.193 1.559
N -7.764 -2.705 8.307 0.306
O -7.775 -3.044 6.960 -0.456
C -6.544 -4.726 8.992 -1.689
C -9.011 -4.754 9.017 -1.995
C -5.367 -1.827 8.198 -1.672
H -8.367 0.022 7.941 0.446
H -7.251 -0.289 6.731 0.445
H -6.685 0.588 8.180 0.403
H -6.258 -0.218 10.238 0.437
H -7.983 -0.674 10.069 0.417
H -6.953 -1.787 12.078 0.423
H -5.887 -2.624 11.053 0.291
H -8.890 -2.945 10.909 0.412
H -7.852 -4.169 11.421 0.444
H -6.831 -5.764 9.154 0.463
H -6.190 -4.781 7.963 0.328
H -5.747 -4.355 9.637 0.292
H -9.220 -5.420 9.854 0.405
H -9.843 -4.050 9.040 0.538
H -9.131 -5.244 8.051 0.351
H -4.893 -2.367 9.018 0.308
H -4.822 -0.891 8.082 0.456
H -5.249 -2.319 7.232 0.338
H -8.540 -2.563 6.633 0.352
C 2.212 -7.685 12.378 -1.957
C 2.662 -7.801 10.864 1.445
C 1.422 -7.190 10.068 -1.117
C 1.724 -6.736 8.611 -0.597
C 2.868 -5.830 8.627 -1.312
C 4.217 -6.464 9.262 1.388
N 3.885 -6.980 10.574 0.331
O 5.005 -7.523 11.244 -0.507
C 4.949 -7.398 8.306 -1.687
C 5.202 -5.292 9.538 -1.928
C 2.890 -9.245 10.497 -1.440
H 2.211 -6.635 12.671 0.481
H 2.903 -8.207 13.040 0.394
H 1.185 -7.985 12.581 0.371
H 0.641 -7.935 9.915 0.370
H 0.946 -6.428 10.685 0.423
H 0.840 -6.250 8.196 0.402
H 2.082 -7.546 7.975 0.302
H 2.646 -4.929 9.199 0.436
H 3.150 -5.354 7.688 0.467
H 5.263 -6.898 7.390 0.426
H 5.820 -7.761 8.853 0.384
H 4.306 -8.231 8.021 0.369
H 5.526 -4.807 8.618 0.399
H 4.652 -4.602 10.178 0.481
H 6.124 -5.490 10.086 0.363
H 3.571 -9.891 11.051 0.302
H 3.401 -9.247 9.535 0.252
H 1.963 -9.818 10.499 0.392
H 5.005 -6.948 12.013 0.368
C -5.304 -1.765 -1.550 -1.720
C -3.797 -1.609 -1.222 1.231
C -3.453 -2.797 -0.258 -1.130
C -1.911 -2.868 -0.023 -0.732
C -1.196 -2.956 -1.361 -1.112
C -1.455 -1.806 -2.375 1.562
N -2.900 -1.645 -2.454 0.252
O -3.356 -0.723 -3.316 -0.477
C -0.763 -0.465 -1.887 -1.712
C -0.903 -2.295 -3.768 -1.815
C -3.682 -0.286 -0.425 -1.690
H -5.406 -2.802 -1.871 0.466
H -5.724 -1.138 -2.336 0.325
H -5.893 -1.735 -0.633 0.388
H -3.932 -2.655 0.710 0.400
H -3.866 -3.735 -0.628 0.412
H -1.740 -3.772 0.563 0.387
H -1.521 -2.107 0.652 0.342
H -1.395 -3.940 -1.787 0.388
H -0.140 -2.956 -1.091 0.415
H -1.212 0.428 -2.320 0.337
H -0.776 -0.214 -0.827 0.326
H 0.294 -0.537 -2.143 0.451
H -1.071 -1.567 -4.561 0.411
H 0.140 -2.584 -3.641 0.403
H -1.427 -3.197 -4.083 0.416
H -4.540 -0.273 0.246 0.473
H -3.706 0.614 -1.040 0.288
H -2.802 -0.314 0.217 0.359
H -3.550 -1.202 -4.125 0.355
C -2.393 9.561 4.002 -1.887
C -3.551 8.927 4.774 1.585
C -3.079 8.792 6.227 -1.195
C -4.157 8.636 7.379 -0.825
C -5.326 9.645 7.177 -1.353
C -5.891 9.583 5.703 1.539
N -4.765 9.757 4.715 0.387
O -5.248 9.982 3.436 -0.465
C -6.785 8.443 5.552 -1.834
C -6.663 10.894 5.632 -1.895
C -3.771 7.510 4.330 -1.686
H -1.474 8.993 4.146 0.375
H -2.316 10.623 4.236 0.422
H -2.687 9.553 2.952 0.423
H -2.369 7.982 6.397 0.424
H -2.670 9.710 6.649 0.381
H -3.660 8.748 8.343 0.424
H -4.582 7.633 7.424 0.381
H -4.831 10.569 7.477 0.438
H -6.128 9.489 7.898 0.479
H -7.022 8.495 4.490 0.423
H -6.574 7.436 5.913 0.298
H -7.708 8.710 6.066 0.464
H -7.468 10.982 6.363 0.425
H -5.933 11.655 5.908 0.455
H -7.164 11.193 4.711 0.366
H -2.791 7.036 4.382 0.441
H -4.154 7.391 3.316 0.337
H -4.522 6.978 4.914 0.297
H -4.872 10.863 3.377 0.375
O -1.395 -5.991 -10.258 -0.641
H -1.020 -5.897 -11.134 0.321
H -1.902 -6.801 -10.300 0.321
O -13.016 -2.607 -2.310 -0.641
H -12.518 -3.255 -2.809 0.321
H -13.119 -1.870 -2.912 0.320
O -11.497 -0.099 3.380 -0.642
H -12.132 0.497 3.778 0.315
H -10.807 0.474 3.045 0.325
O -9.257 3.934 2.257 -0.641
H -8.941 4.249 1.410 0.325
H -8.997 4.614 2.878 0.315
O -4.330 -2.067 -9.177 -0.643
H -4.891 -2.326 -9.907 0.321
H -3.499 -2.512 -9.344 0.321
O -5.165 4.612 -5.805 -0.635
H -4.675 4.772 -6.612 0.316
H -4.612 4.013 -5.303 0.320
O -8.511 5.542 -2.241 -0.637
H -8.808 6.408 -2.519 0.317
H -7.965 5.232 -2.964 0.323
O -9.313 -6.420 1.230 -0.630
H -8.881 -6.056 2.003 0.318
H -9.854 -7.133 1.571 0.317
O -9.580 -6.587 -3.326 -0.643
H -9.394 -6.542 -2.388 0.317
H -8.752 -6.855 -3.723 0.319
O -7.011 2.467 -10.395 -0.634
H -6.835 1.780 -9.752 0.318
H -6.918 3.284 -9.906 0.316
O -5.120 -7.442 -4.238 -0.632
H -4.457 -6.768 -4.092 0.315
H -4.830 -8.183 -3.705 0.319
O -9.129 -3.076 -7.412 -0.641
H -9.198 -3.889 -6.911 0.323
H -8.239 -2.765 -7.243 0.317
```

Calculated values
HOMO-LUMO gap   7.809 eV
Energy   -117196.6914 eV
Highest occupied orbital energy   -7.7105 eV

=====

Record 3
Density functional theory data (ωB97M-V/def2-TZVPD) for 2 unconnected molecules or ions with the total composition C3H7N3.

XYZ file:
```
13
Properties=species:S:1:pos:R:3:nbo_charge:R:1
C -0.769 1.191 -0.181 0.289
C -1.348 0.138 -0.964 -0.652
C -1.567 -1.182 -0.218 0.123
N -0.304 1.932 0.559 -0.365
N 2.235 0.155 0.149 -1.088
N -1.028 -1.226 0.961 -0.727
H -2.309 0.463 -1.375 0.273
H -0.694 -0.099 -1.809 0.275
H 2.139 0.163 -0.859 0.355
H 3.200 -0.076 0.361 0.360
H 2.054 1.092 0.484 0.375
H -0.477 -0.476 1.391 0.384
H -1.132 -2.074 1.500 0.398
```

Calculated values
HOMO-LUMO gap   9.613 eV
Energy   -7692.8354 eV
Highest occupied orbital energy   -8.6427 eV

=====

Record 4
Density functional theory data (ωB97M-V/def2-TZVPD) for a gas-phase ion, CH2NO2 (charge -1) at a distorted geometry.

XYZ file:
```
6
Properties=species:S:1:pos:R:3:nbo_charge:R:1
O -2.030 0.324 0.039 -0.843
C -0.635 -0.386 0.011 0.275
N 0.947 -0.531 -0.017 -0.346
O 1.678 0.685 0.084 -0.634
H -0.938 -1.397 0.127 0.098
H 0.978 1.305 -0.244 0.449
```

Calculated values
Net charge   -1
HOMO-LUMO gap (spin up / spin down)   7.753 / 7.752 eV
Energy   -6649.8182 eV
Highest occupied orbital energy (spin up / spin down)   -2.9858 / -2.9847 eV
SMILES string   [O-]/C=N\O

=====

Record 5
Density functional theory data (ωB97M-V/def2-TZVPD) for 4 unconnected molecules or ions with the total composition C19H25N4S at a distorted geometry.

XYZ file:
```
49
Properties=species:S:1:pos:R:3:nbo_charge:R:1
S 0.673 0.137 -2.141 -0.020
C 2.330 0.575 -2.810 -0.172
C 3.363 -0.399 -2.180 -0.415
C 4.678 -0.047 -2.961 -0.439
C 4.099 0.376 -4.353 -0.239
N 2.573 0.366 -4.252 -0.515
H 0.841 0.244 -0.784 0.187
H 2.597 1.608 -2.586 0.233
H 3.099 -1.451 -2.288 0.229
H 3.359 -0.106 -1.129 0.263
H 5.265 -0.962 -2.927 0.248
H 5.134 0.760 -2.389 0.257
H 4.440 -0.221 -5.193 0.249
H 4.391 1.425 -4.421 0.234
H 2.183 -0.461 -4.701 0.448
H 2.323 1.172 -4.823 0.445
N -4.703 2.105 1.113 -0.403
C -4.684 1.004 0.357 0.032
C -3.572 0.574 -0.350 -0.264
C -2.414 1.330 -0.273 -0.177
C -2.412 2.478 0.504 -0.271
C -3.576 2.818 1.174 0.037
H -5.614 0.446 0.327 0.222
H -3.614 -0.329 -0.944 0.222
H -1.523 1.030 -0.813 0.190
H -1.528 3.096 0.588 0.212
H -3.622 3.704 1.796 0.197
N 4.975 1.163 0.474 -0.464
C 4.052 1.991 0.978 0.018
C 3.837 2.174 2.333 -0.253
C 4.619 1.456 3.224 -0.151
C 5.580 0.592 2.726 -0.247
C 5.718 0.484 1.353 0.034
H 3.462 2.531 0.245 0.179
H 3.077 2.860 2.683 0.230
H 4.481 1.570 4.292 0.230
H 6.210 0.015 3.389 0.233
H 6.460 -0.177 0.919 0.197
N -6.454 -1.965 1.320 -0.429
C -5.488 -1.929 2.244 0.029
C -5.102 -3.023 3.000 -0.263
C -5.753 -4.228 2.793 -0.164
C -6.758 -4.290 1.842 -0.260
C -7.066 -3.138 1.137 0.036
H -5.007 -0.965 2.374 0.195
H -4.312 -2.934 3.733 0.220
H -5.482 -5.107 3.366 0.219
H -7.291 -5.211 1.651 0.224
H -7.843 -3.141 0.381 0.195
```

Calculated values
Net charge   +1
HOMO-LUMO gap   7.775 eV
Energy   -36896.4189 eV
Highest occupied orbital energy   -11.0858 eV

=====

Record 6
Density functional theory data (ωB97M-V/def2-TZVPD) for 3 unconnected molecules or ions with the total composition C45H53N3O6P.

XYZ file:
```
108
Properties=species:S:1:pos:R:3:mulliken_charge:R:1
C -2.090 -2.504 1.556 -1.507
C -1.850 -1.745 0.279 0.870
C -1.514 -2.605 -0.910 -1.595
C -1.943 -0.423 0.237 -0.714
C -1.675 0.471 -0.939 0.322
C -2.562 1.723 -0.957 -1.199
C -2.003 2.988 -1.644 0.697
C -0.546 3.316 -1.250 -0.975
C -2.203 2.959 -3.171 -1.323
C -1.274 2.008 -3.944 -0.764
C -0.151 2.712 -4.721 0.268
C -0.529 3.046 -6.201 -0.463
O 0.436 2.488 -7.031 -0.494
P 1.987 2.321 -6.167 0.353
C 3.568 2.058 -5.174 -1.274
C 4.154 3.288 -4.479 -0.491
C 4.463 4.444 -5.446 -0.003
C 5.649 5.262 -4.952 -1.126
N 5.976 6.506 -5.705 -0.333
C 5.449 6.659 -6.988 0.560
N 4.672 7.629 -7.255 -0.741
N 5.925 5.726 -7.920 -0.662
O 0.970 1.897 -4.761 -0.562
H -3.046 -3.037 1.518 0.436
H -1.313 -3.258 1.720 0.285
H -2.112 -1.831 2.417 0.324
H -1.758 -2.121 -1.856 0.445
H -2.081 -3.540 -0.854 0.367
H -0.452 -2.869 -0.921 0.287
H -2.235 0.085 1.157 0.247
H -1.823 -0.097 -1.861 0.287
H -0.617 0.749 -0.916 0.266
H -2.853 1.976 0.070 0.359
H -3.492 1.453 -1.472 0.255
H -2.618 3.817 -1.276 0.473
H -0.469 4.356 -0.919 0.317
H -0.182 2.701 -0.424 0.118
H 0.138 3.203 -2.092 0.073
H -3.252 2.696 -3.351 0.347
H -2.080 3.979 -3.558 0.529
H -1.870 1.441 -4.667 0.539
H -0.794 1.290 -3.277 0.076
H 0.062 3.670 -4.211 -0.017
H -1.519 2.639 -6.460 0.392
H -0.593 4.141 -6.332 0.202
H 1.863 3.718 -5.768 -0.297
H 2.717 2.735 -7.356 0.032
H 2.004 0.940 -6.566 -0.169
H 4.330 1.628 -5.837 0.437
H 3.304 1.309 -4.420 0.524
H 3.474 3.636 -3.694 0.207
H 5.100 3.005 -3.992 0.400
H 4.688 4.003 -6.422 0.218
H 3.581 5.075 -5.567 0.355
H 6.538 4.621 -4.924 0.323
H 5.462 5.576 -3.921 0.349
H 5.648 7.312 -5.187 0.361
H 4.479 7.662 -8.253 0.230
H 5.174 5.350 -8.486 0.289
H 6.413 4.964 -7.468 0.309
C -3.568 -7.494 6.680 -0.501
C -3.127 -8.792 6.913 -0.461
C -2.411 -9.468 5.940 -0.575
C -2.137 -8.851 4.726 0.175
C -2.589 -7.552 4.489 0.128
C -3.301 -6.875 5.472 -0.488
C -2.333 -6.872 3.186 0.451
O -2.718 -5.743 2.977 -0.630
C -1.588 -7.634 2.143 0.235
C -1.363 -7.034 0.910 -0.782
C -0.664 -7.715 -0.072 -0.589
C -0.183 -8.996 0.176 -0.433
C -0.405 -9.599 1.402 -0.693
C -1.110 -8.922 2.390 0.477
C -1.350 -9.595 3.698 0.578
O -0.922 -10.707 3.923 -0.670
H -4.123 -6.965 7.445 0.404
H -3.342 -9.276 7.857 0.397
H -2.056 -10.476 6.107 0.470
H -3.638 -5.866 5.273 0.488
H -1.740 -6.034 0.736 0.725
H -0.491 -7.247 -1.032 0.425
H 0.367 -9.524 -0.592 0.395
H -0.037 -10.594 1.610 0.472
C -2.104 5.448 6.483 -0.481
C -1.673 4.969 7.715 -0.480
C -0.961 3.784 7.790 -0.543
C -0.681 3.068 6.632 0.140
C -1.124 3.544 5.397 0.154
C -1.831 4.737 5.326 -0.517
C -0.861 2.786 4.137 0.462
O -1.243 3.204 3.067 -0.652
C -0.122 1.496 4.250 0.114
C 0.106 0.751 3.101 -0.563
C 0.789 -0.450 3.178 -0.574
C 1.258 -0.908 4.404 -0.588
C 1.037 -0.169 5.554 -0.733
C 0.342 1.033 5.484 0.456
C 0.099 1.800 6.737 0.585
O 0.516 1.411 7.808 -0.679
H -2.656 6.377 6.426 0.403
H -1.893 5.523 8.618 0.393
H -0.614 3.400 8.739 0.466
H -2.160 5.093 4.360 0.496
H -0.261 1.114 2.150 0.746
H 0.952 -1.030 2.279 0.487
H 1.795 -1.845 4.462 0.412
H 1.393 -0.511 6.516 0.480
```

Calculated values
Net charge   -1
HOMO-LUMO gap   4.331 eV
Energy   -73570.0730 eV
Highest occupied orbital energy   -4.3574 eV

=====

Record 7
Density functional theory data (ωB97M-V/def2-TZVPD) for a single C4H2O4 molecule at a distorted geometry.

XYZ file:
```
10
Properties=species:S:1:pos:R:3:nbo_charge:R:1
O -3.373 1.046 -0.039 -0.432
C -2.231 0.760 -0.063 0.643
C -1.039 0.389 -0.207 -0.258
O 0.155 1.040 -0.355 -0.438
C 1.313 0.433 -0.306 0.691
O 2.401 0.848 -0.631 -0.517
C 1.247 -0.943 0.394 0.350
O 0.400 -1.777 0.318 -0.476
H -0.910 -0.780 -0.178 0.296
H 2.037 -1.016 1.067 0.140
```

Calculated values
HOMO-LUMO gap   8.833 eV
Energy   -12366.8327 eV
Highest occupied orbital energy   -9.4804 eV
SMILES string   O=C=COC(=O)C=O